1.
38
Properties=species:S:1:pos:R:3:forces:R:3:mulliken_spin:R:1 method="wB97M-V/def2-TZVPD" multiplicity=4 e_homo_ev="-13.342 / -13.325" relative_energy_kj_mol=0.0 total_charge=+1 lumo_ev="-5.4 / -7.9"
Tc -1.010 0.443 2.275 -0.10 -0.11 -0.18 1.759
C 3.953 -2.350 2.584 -0.01 0.01 0.00 -0.004
C 2.853 -1.337 2.717 0.02 -0.01 -0.03 0.046
C 3.009 -0.181 3.506 0.02 0.02 0.00 0.007
C 2.014 0.777 3.654 0.04 0.08 -0.04 0.015
C 0.872 0.463 2.956 0.01 -0.16 0.09 -0.161
Br -0.759 2.812 2.496 -0.03 0.06 0.02 0.149
N 0.724 -0.583 2.230 0.04 -0.11 0.29 0.028
C 1.649 -1.528 2.054 -0.01 0.07 -0.20 -0.017
H 4.848 -2.029 3.109 0.00 0.00 0.00 0.000
H 4.208 -2.503 1.535 0.00 0.00 0.00 0.004
H 3.642 -3.311 2.994 0.00 0.00 0.00 0.005
H 3.953 -0.037 4.018 0.00 0.01 0.00 -0.001
H 2.127 1.671 4.247 0.00 -0.01 0.01 0.002
H 1.429 -2.365 1.406 0.00 -0.02 0.03 0.001
O 0.934 0.964 -0.134 -0.03 0.20 0.02 0.031
C -0.199 0.765 -0.486 0.05 -0.51 0.02 -0.001
O -1.183 0.445 0.388 0.05 0.19 -0.16 0.101
C -0.657 0.733 -1.899 -0.01 0.14 0.01 -0.017
C -1.975 0.443 -2.229 0.01 0.02 0.06 0.010
C -2.328 0.427 -3.562 -0.02 -0.07 -0.06 -0.001
C -1.429 0.691 -4.576 -0.02 0.00 -0.04 0.001
C -0.129 0.972 -4.204 0.01 -0.04 -0.06 0.000
C 0.281 0.997 -2.890 0.01 0.03 0.05 0.000
N 0.867 1.255 -5.264 0.01 0.12 -0.02 0.000
O 2.008 1.452 -4.905 -0.04 -0.04 -0.02 0.000
O 0.464 1.281 -6.404 0.02 -0.04 0.03 0.000
N -3.731 0.109 -3.916 -0.09 0.19 0.01 0.000
O -4.490 -0.116 -2.997 0.05 -0.06 -0.05 0.000
O -4.019 0.121 -5.090 0.03 -0.07 0.04 0.000
H -2.720 0.235 -1.477 0.00 0.00 0.00 -0.004
H -1.729 0.678 -5.613 0.00 0.00 0.00 0.000
H 1.308 1.223 -2.641 0.00 0.00 0.01 0.000
O -4.401 -1.237 3.490 -0.02 -0.01 0.00 -0.011
S -3.191 -0.633 3.126 0.11 0.07 0.09 -0.011
O -3.171 0.716 2.488 -0.02 0.04 -0.01 0.065
O -2.168 -1.405 2.355 0.00 -0.01 -0.02 0.048
S -1.855 -0.058 4.658 -0.09 0.02 0.11 0.957

---

2.
34
Properties=species:S:1:pos:R:3:forces:R:3:mulliken_charge:R:1 method="wB97M-V/def2-TZVPD" e_homo_ev=-12.112 relative_energy_kj_mol=4.1 total_charge=+1 lumo_ev=-4.5
Rh 0.577 1.059 -0.577 -0.40 -0.18 0.08 -0.106
F -3.798 -0.029 -3.262 -0.01 -0.03 0.07 -0.214
C -4.038 -0.461 -2.020 0.00 -0.06 -0.01 0.629
F -5.358 -0.457 -1.820 0.06 0.00 -0.02 -0.281
F -3.609 -1.734 -1.939 -0.04 0.09 -0.02 -0.221
C -3.327 0.392 -0.999 -0.03 -0.01 -0.01 0.065
C -4.003 1.091 -0.019 0.01 -0.02 -0.02 -0.106
C -3.309 1.860 0.918 0.02 0.02 0.04 -0.934
C -1.936 1.910 0.855 -0.04 -0.06 0.01 -0.279
N -1.306 1.215 -0.100 0.14 0.27 -0.17 0.110
C -1.934 0.486 -1.032 0.03 0.01 -0.03 0.425
S -0.717 -0.180 -2.070 0.20 0.08 -0.05 -0.161
H -5.083 1.038 0.017 0.00 0.00 0.00 0.556
H -3.831 2.412 1.684 -0.01 0.00 -0.01 0.430
H -1.315 2.473 1.538 0.00 0.01 0.01 0.579
O 1.167 2.693 0.810 0.27 0.18 -0.46 -0.481
S 1.166 3.627 -0.401 -0.04 -0.06 0.50 0.530
N 0.680 2.863 -1.583 -0.22 -0.14 -0.05 -0.158
N -0.890 -1.627 1.546 -0.07 0.07 0.05 -0.323
C 0.420 -1.541 1.275 0.09 0.05 0.01 0.691
N 0.956 -0.660 0.470 0.12 -0.15 0.10 -0.117
C 2.332 -0.841 0.355 -0.01 -0.08 -0.02 0.082
C 3.138 -0.116 -0.511 -0.04 0.06 0.03 -0.208
C 4.498 -0.373 -0.518 0.01 0.02 -0.01 -0.838
C 5.031 -1.355 0.317 -0.01 -0.01 0.00 -0.539
C 4.223 -2.107 1.156 0.00 0.01 -0.01 -0.523
C 2.863 -1.838 1.160 -0.01 -0.01 0.02 0.372
S 1.564 -2.616 2.031 -0.02 0.00 0.00 -0.241
H -1.548 -1.168 0.939 0.01 -0.02 -0.01 0.065
H -1.236 -2.379 2.116 -0.01 -0.01 -0.02 0.256
H 2.737 0.619 -1.226 -0.03 0.00 -0.01 0.699
H 5.147 0.176 -1.185 0.00 0.00 0.01 0.417
H 6.094 -1.548 0.294 0.00 0.00 0.00 0.394
H 4.644 -2.883 1.780 0.00 0.00 0.00 0.428

---

3.
35
Properties=species:S:1:pos:R:3:forces:R:3:mulliken_charge:R:1 method="wB97M-V/def2-TZVPD" e_homo_ev=-8.164 relative_energy_kj_mol=4.1 lumo_ev=-0.1 smiles="NS(=O)(=O)c1ccc(N/C(S)=N/Nc2c(F)c(F)c(F)c(F)c2F)cc1"
O -3.039 4.831 -0.217 0.13 -1.25 1.25 -0.692
O -4.918 4.069 -1.603 1.19 -1.80 0.58 -0.673
F 6.680 -0.902 1.899 -0.07 0.29 0.26 -0.276
F 5.707 -3.107 3.042 -0.96 0.69 -0.55 -0.290
F 5.021 0.935 0.609 -0.60 -1.63 0.82 -0.291
F 3.135 -3.782 2.656 -0.48 -0.35 -0.08 -0.309
F 2.380 0.259 0.237 0.38 -0.36 0.25 -0.163
N 0.355 -1.630 0.540 -0.52 -0.43 -0.46 -0.504
S -0.625 -4.069 0.194 -0.98 -1.11 0.11 -0.378
C -0.651 -2.331 0.063 2.99 1.73 1.61 0.345
C -1.087 0.675 -0.665 -1.97 0.62 -0.62 -0.702
C -3.384 -0.095 -0.964 -0.37 0.00 -0.41 -0.530
C -1.552 2.005 -0.847 -0.01 -0.95 0.51 -0.433
C -3.811 1.207 -1.185 -0.20 -0.07 0.51 -0.535
C 5.360 -1.103 1.869 0.18 1.14 -1.01 0.595
C 4.855 -2.267 2.387 0.73 -0.91 0.33 0.261
C 4.529 -0.225 1.162 -0.94 0.22 -0.64 -0.241
C 3.554 -2.629 2.134 0.30 0.31 0.35 0.250
C 3.164 -0.587 0.926 1.50 0.13 0.50 0.815
C 2.681 -1.822 1.404 -1.13 0.51 -0.64 -0.396
C -2.043 -0.394 -0.720 0.91 1.34 0.55 0.555
C -2.916 2.267 -1.060 0.17 -0.23 -0.42 0.042
N 1.395 -2.314 1.163 -0.64 -0.07 -0.35 -0.100
N -1.753 -1.729 -0.472 -1.03 -0.57 -0.31 -0.119
N -2.676 4.605 -2.508 -0.08 -0.49 -1.35 -0.641
S -3.503 3.936 -1.249 -1.27 3.06 -0.28 1.351
H 0.321 -4.221 -0.726 0.30 -0.06 -0.25 0.190
H -0.044 0.508 -0.521 0.37 -0.24 0.23 0.638
H -4.123 -0.911 -1.017 0.42 0.44 0.06 0.266
H -0.845 2.825 -0.730 -0.18 -0.16 -0.20 0.370
H -4.872 1.386 -1.348 0.25 0.14 -0.09 0.429
H 1.146 -3.236 1.512 0.39 0.15 0.01 0.317
H -2.589 -2.316 -0.443 0.57 0.18 -0.23 0.229
H -3.309 4.596 -3.314 0.51 -0.03 0.10 0.302
H -2.541 5.570 -2.207 0.15 -0.22 -0.13 0.318

---

4.
33
Properties=species:S:1:pos:R:3:forces:R:3:mulliken_charge:R:1 method="wB97M-V/def2-TZVPD" e_homo_ev=-3.495 relative_energy_kj_mol=29.6 total_charge=-1 lumo_ev=0.1
C -0.705 1.106 -2.303 0.27 0.45 -0.11 -1.343
C -0.622 -0.346 -2.087 0.42 -2.34 0.09 0.514
C -1.792 -1.132 -2.149 1.36 0.77 -0.19 0.570
O -2.891 -0.645 -2.379 -1.94 0.39 -0.20 -0.812
C -1.650 -2.603 -1.923 0.50 -0.76 0.09 -0.469
C -0.254 -3.057 -2.347 -0.12 -0.14 -0.18 -0.513
O 0.796 -2.313 -1.728 0.22 0.28 0.40 -0.384
C 0.646 -0.941 -1.738 -1.57 1.82 -0.26 0.379
O 1.565 -0.183 -1.437 1.29 -1.18 0.43 -0.735
H 0.291 1.551 -2.311 -0.09 -0.03 0.06 0.301
H -1.184 1.321 -3.258 -0.22 0.15 -0.02 0.375
H -1.296 1.579 -1.520 -0.22 0.38 0.09 0.067
H -1.805 -2.818 -0.861 0.01 -0.03 0.08 0.166
H -2.440 -3.133 -2.472 0.26 0.09 0.00 0.300
H -0.070 -4.113 -2.101 0.01 0.29 0.06 0.293
H -0.124 -2.947 -3.432 -0.21 0.01 0.03 0.322
N -2.688 -1.375 2.385 1.21 0.93 -0.05 -0.531
C -1.782 -0.656 2.276 -2.43 -1.79 0.17 -0.101
C -0.692 0.207 2.142 0.98 1.75 -0.66 0.280
C -0.811 1.405 1.462 -0.87 -0.23 -0.21 -0.510
C 0.327 2.191 1.338 1.94 1.16 -0.44 0.833
N 0.626 3.360 0.667 -5.42 0.15 -1.65 0.886
O -0.239 3.982 0.002 2.06 0.00 0.78 -0.708
O 1.914 3.727 0.791 -2.11 -0.89 -0.04 -0.137
N 2.467 2.783 1.529 2.29 -2.40 2.16 -0.581
C 1.560 1.841 1.870 1.99 1.63 -0.63 0.957
C 1.672 0.617 2.584 -0.59 -0.34 0.08 -0.604
N 2.911 0.171 3.181 2.01 -0.58 0.91 0.978
O 3.915 0.892 3.103 -1.77 -0.67 -0.16 -0.557
O 2.917 -0.921 3.765 -0.32 1.14 -0.69 -0.621
C 0.553 -0.166 2.698 1.08 0.08 0.16 -0.677
H -1.748 1.721 1.032 -0.10 -0.05 -0.15 0.463
H 0.632 -1.106 3.221 0.09 -0.05 0.04 0.598